1.
Below is a structure of composition C22H50O2P2ReS, with properties calculated with ωB97M-V/def2-TZVPD.

CARTESIAN COORDINATES (ANGSTROEM)
Re 0.000 0.000 0.000
C 1.987 -0.144 -0.392
O 3.142 -0.191 -0.570
C -1.948 0.347 0.478
O -3.039 0.621 0.795
P 0.043 2.262 -1.053
C -0.316 2.243 -2.893
H -0.305 3.281 -3.247
C -1.275 3.441 -0.426
H -2.168 2.806 -0.501
C 1.721 3.099 -1.012
H 2.329 2.346 -1.531
C 1.498 -3.228 1.171
P -0.022 -2.420 0.447
H -0.747 -3.953 -1.378
H 2.242 -3.046 0.386
C -1.463 -3.254 1.294
H -1.231 -4.326 1.340
C -1.088 3.776 1.060
H -2.012 4.214 1.456
H -0.288 4.509 1.201
H -0.848 2.889 1.650
C -1.540 4.714 -1.243
H -0.709 5.420 -1.175
H -2.431 5.214 -0.844
H -1.726 4.506 -2.301
C 1.855 4.425 -1.773
H 1.435 4.382 -2.782
H 2.918 4.683 -1.866
H 1.368 5.242 -1.234
C 2.296 3.230 0.406
H 3.357 3.496 0.343
H 2.206 2.299 0.966
H 1.788 4.017 0.971
C 0.762 1.462 -3.658
H 1.734 1.960 -3.617
H 0.477 1.363 -4.712
H 0.888 0.455 -3.244
C -1.713 1.659 -3.148
H -1.794 0.648 -2.737
H -1.910 1.607 -4.225
H -2.500 2.265 -2.689
C 1.369 -4.741 1.389
H 0.980 -5.257 0.504
H 0.704 -4.963 2.230
H 2.350 -5.169 1.624
C 2.000 -2.507 2.431
H 1.328 -2.656 3.281
C -0.796 -1.899 -2.077
H 2.092 -1.433 2.260
H 2.984 -2.902 2.709
C 1.247 -3.363 -1.952
H -0.164 -0.974 -2.000
H -0.840 -2.076 -3.159
H -1.806 -1.694 -1.719
C -0.117 -3.057 -1.322
H 1.118 -3.592 -3.016
H 1.733 -4.222 -1.483
H 1.920 -2.503 -1.873
C -2.767 -3.072 0.506
H -3.006 -2.013 0.381
H -3.592 -3.535 1.060
H -2.724 -3.542 -0.481
C -1.616 -2.699 2.718
H -1.734 -1.610 2.691
H -0.749 -2.928 3.344
H -2.502 -3.132 3.195
H -0.196 -1.750 -5.474
H -0.189 -1.034 -5.671
C -0.372 0.202 4.233
S 0.069 0.132 2.459
C 1.687 0.909 2.839
H -1.465 0.038 4.321
H -0.197 1.213 4.659
H 0.132 -0.610 4.796
H 1.574 2.003 2.988
H 2.115 0.463 3.762
H 2.467 0.631 2.110

Its charge is +4. Its frontier orbital gap (alpha / beta) is 6.649 / 3.989 eV. The LUMO energy (alpha / beta) comes out at -0.56166 / -0.66004 Eh. The energy relative to the best compared isomer or geometry (same formula, charge and spin) comes out at 0.0 kcal/mol. For the molar mass, the calculation gives 626.9 g/mol. For the max |F|, the calculation gives 6.09 eV Å⁻¹. As for the expectation value of S²: 3.773. As for the spin multiplicity: 4.

2.
Below is a cluster of 9 separate species, C66H147N9O9 in total, with properties calculated with ωB97M-V/def2-TZVPD.

CARTESIAN COORDINATES (ANGSTROEM)
C -3.056 -0.450 -4.138
C -2.919 0.897 -4.777
C -3.915 0.937 -5.928
C -3.201 1.944 -3.640
C -2.873 3.346 -4.088
C -1.375 3.435 -4.420
C -0.971 2.412 -5.499
C -1.579 2.865 -6.871
C 0.513 2.366 -5.546
N -1.448 1.090 -5.128
O -0.982 0.170 -6.127
H -2.423 -0.551 -3.294
H -4.092 -0.586 -3.774
H -2.929 -1.189 -4.884
H -4.883 0.738 -5.475
H -4.031 1.925 -6.382
H -3.683 0.200 -6.714
H -4.285 1.829 -3.406
H -2.585 1.666 -2.783
H -3.489 3.515 -4.974
H -3.222 4.130 -3.346
H -0.926 3.035 -3.445
H -0.881 4.410 -4.578
H -1.345 2.239 -7.769
H -1.391 3.920 -7.244
H -2.696 2.843 -6.896
H 0.863 2.100 -4.590
H 0.886 3.350 -5.880
H 0.794 1.649 -6.376
H -0.562 -0.528 -5.592
C -0.252 7.772 0.293
C -1.489 7.022 0.685
C -2.606 7.282 -0.381
C -1.289 5.474 0.876
C -0.451 5.117 2.059
C -1.190 5.582 3.294
C -1.574 7.038 3.244
C -2.653 7.204 4.306
C -0.328 7.864 3.702
N -2.158 7.404 1.998
O -2.405 8.816 2.097
H -0.103 7.696 -0.830
H -0.395 8.879 0.587
H 0.663 7.284 0.773
H -2.450 6.659 -1.222
H -3.560 6.954 -0.065
H -2.736 8.310 -0.649
H -2.338 5.069 0.918
H -0.848 5.049 0.020
H -0.353 4.020 2.071
H 0.604 5.356 1.948
H -0.712 5.401 4.236
H -2.141 4.933 3.371
H -2.391 6.742 5.208
H -3.554 6.699 3.934
H -2.864 8.264 4.484
H 0.513 7.838 3.027
H -0.129 7.562 4.743
H -0.658 8.890 3.795
H -3.378 8.835 2.289
C -4.839 3.543 3.804
C -5.516 3.307 2.451
C -5.462 4.630 1.751
C -4.675 2.317 1.714
C -5.344 1.880 0.431
C -6.709 1.339 0.800
C -7.624 2.262 1.485
C -8.180 3.269 0.496
C -8.806 1.458 2.075
N -6.860 2.783 2.699
O -7.697 3.798 3.245
H -3.782 3.687 3.539
H -5.231 4.496 4.234
H -5.034 2.717 4.523
H -6.316 5.257 2.080
H -4.512 5.215 1.854
H -5.625 4.599 0.702
H -3.656 2.692 1.583
H -4.543 1.464 2.364
H -5.563 2.758 -0.195
H -4.741 1.150 -0.120
H -6.553 0.463 1.405
H -7.227 0.945 -0.007
H -8.931 2.770 -0.101
H -7.474 3.698 -0.211
H -8.649 4.144 0.961
H -9.309 0.898 1.253
H -9.480 2.143 2.580
H -8.392 0.696 2.790
H -7.986 3.506 4.113
C 0.962 2.673 -0.664
C 0.117 1.432 -0.456
C -1.317 1.731 -0.179
C 0.217 0.657 -1.805
C -0.345 -0.804 -1.655
C 0.408 -1.520 -0.591
C 0.351 -0.776 0.761
C -1.028 -0.875 1.454
C 1.493 -1.411 1.641
N 0.754 0.566 0.517
O 0.863 1.257 1.748
H 1.995 2.390 -0.886
H 0.674 3.324 -1.483
H 0.926 3.367 0.203
H -1.567 2.060 0.852
H -1.526 2.757 -0.588
H -2.055 1.042 -0.517
H -0.235 1.063 -2.706
H 1.254 0.528 -2.126
H -1.421 -0.822 -1.364
H -0.258 -1.401 -2.596
H 1.522 -1.662 -0.744
H 0.062 -2.578 -0.428
H -1.851 -0.512 0.850
H -1.124 -0.261 2.343
H -1.250 -1.926 1.627
H 1.347 -2.453 1.613
H 1.438 -0.928 2.592
H 2.539 -1.266 1.207
H 0.026 1.493 2.126
C -1.332 -4.488 -2.126
C -2.634 -5.051 -1.528
C -3.866 -4.429 -2.124
C -2.740 -6.631 -1.827
C -1.896 -7.418 -0.819
C -2.320 -7.055 0.639
C -2.017 -5.538 0.924
C -2.594 -5.256 2.360
C -0.532 -5.140 1.017
N -2.888 -4.819 -0.058
O -2.696 -3.475 0.289
H -1.354 -4.364 -3.188
H -1.094 -3.479 -1.732
H -0.463 -5.084 -1.959
H -4.733 -4.716 -1.497
H -3.868 -3.323 -2.167
H -4.119 -4.623 -3.137
H -3.787 -7.001 -1.763
H -2.456 -6.865 -2.874
H -1.970 -8.463 -1.000
H -0.806 -7.217 -0.808
H -1.796 -7.751 1.328
H -3.408 -7.124 0.843
H -2.455 -4.259 2.745
H -2.063 -5.944 2.987
H -3.633 -5.593 2.342
H -0.056 -5.709 1.816
H -0.435 -4.074 1.245
H 0.076 -5.408 0.152
H -3.435 -3.117 -0.218
C 6.004 -5.502 1.243
C 4.643 -4.998 0.656
C 3.916 -4.185 1.743
C 4.820 -4.195 -0.572
C 5.258 -5.037 -1.806
C 4.358 -6.282 -2.030
C 4.076 -7.036 -0.791
C 2.818 -7.816 -1.019
C 5.172 -7.971 -0.322
N 3.697 -6.050 0.258
O 3.264 -6.682 1.390
H 6.446 -4.603 1.723
H 6.021 -6.365 1.956
H 6.629 -5.790 0.420
H 2.882 -3.984 1.347
H 3.936 -4.802 2.657
H 4.467 -3.240 1.865
H 3.833 -3.866 -0.887
H 5.552 -3.344 -0.654
H 5.198 -4.457 -2.755
H 6.352 -5.241 -1.720
H 4.834 -7.025 -2.717
H 3.509 -5.925 -2.512
H 2.962 -8.471 -1.924
H 2.007 -7.106 -1.103
H 2.643 -8.417 -0.111
H 6.225 -7.645 -0.166
H 5.165 -8.854 -1.015
H 4.805 -8.438 0.619
H 4.081 -6.919 1.868
C 10.913 -3.288 0.613
O 9.701 -2.610 0.423
C 9.859 -1.297 -0.062
C 8.863 -0.844 -1.077
C 9.038 -1.514 -2.406
N 9.042 0.542 -1.213
H 11.585 -2.752 1.273
H 11.432 -3.419 -0.338
H 10.708 -4.227 1.137
H 9.880 -0.584 0.771
H 10.836 -1.251 -0.484
H 7.897 -1.003 -0.636
H 8.933 -2.599 -2.385
H 10.041 -1.187 -2.829
H 8.237 -1.178 -3.090
H 8.635 0.996 -2.025
H 9.036 1.053 -0.376
C 4.171 1.117 0.741
O 4.421 1.047 -0.704
C 4.116 -0.243 -1.201
C 3.981 -0.172 -2.725
C 3.567 -1.592 -3.302
N 5.190 0.394 -3.429
H 3.112 1.185 0.878
H 4.670 2.027 1.043
H 4.558 0.203 1.212
H 4.972 -0.919 -0.916
H 3.137 -0.583 -0.789
H 3.171 0.525 -2.939
H 2.610 -1.966 -2.801
H 4.313 -2.405 -3.079
H 3.410 -1.416 -4.343
H 6.014 -0.088 -3.149
H 5.291 1.366 -3.050
C 0.235 -1.409 5.644
O -0.434 -0.134 5.669
C 0.494 0.950 5.494
C -0.312 2.199 5.214
C -1.089 2.808 6.412
N -1.196 1.975 4.006
H 0.934 -1.495 6.439
H 0.775 -1.579 4.617
H -0.593 -2.114 5.813
H 1.072 1.031 6.441
H 1.282 0.787 4.701
H 0.458 2.904 4.844
H -1.431 2.092 7.192
H -1.993 3.237 5.995
H -0.472 3.493 6.828
H -1.898 2.699 3.957
H -1.722 1.148 4.194

Its charge is 0. Its frontier orbital gap is 8.739 eV. The LUMO energy comes out at 0.01579 Eh. The energy relative to the best compared isomer or geometry (same formula, charge and spin) comes out at 64.1 kcal/mol. For the molar mass, the calculation gives 1211.0 g/mol. For the max |F|, the calculation gives 3.82 eV Å⁻¹. As for the structure (SMILES): CC1(C)CCCC(C)(C)N1O.CC1(C)CCCC(C)(C)N1O.CC1(C)CCCC(C)(C)N1O.CC1(C)CCCC(C)(C)N1O.CC1(C)CCCC(C)(C)N1O.CC1(C)CCCC(C)(C)N1O.COC[C@H](C)N.COC[C@H](C)N.COC[C@H](C)N. As for the spin multiplicity: 1.